41
Properties=species:S:1:pos:R:3 method="wB97M-V/def2-TZVPD" total_charge=-1 homo_lumo_gap_ev=5.83 e_tot_ev=-209298.591 e_above_lowest_kj_mol=0.0
C 1.25 2.27 1.11
C 2.34 1.86 2.08
Br 3.92 3.01 1.59
C 2.68 0.40 2.04
Br 4.23 0.07 3.18
Nb 0.99 -1.09 2.69
N -0.31 0.37 3.24
I 2.72 -3.18 2.04
P 0.22 -1.00 0.18
S 0.16 -2.69 -0.87
P 1.68 -1.37 5.20
O 2.93 -2.30 5.55
O 2.01 -0.02 6.05
S 0.04 -2.17 5.90
H 0.69 1.43 0.74
H 1.63 2.84 0.28
H 0.54 2.92 1.62
H 2.12 2.19 3.08
H 3.03 0.15 1.04
H -0.36 -2.31 2.73
H 0.04 1.12 3.83
H -0.87 0.78 2.50
H -1.05 -0.41 0.19
H 1.00 -0.05 -0.51
H 3.36 -1.96 6.35
H 2.11 0.72 5.45
C -2.64 -2.28 -3.54
C -1.45 -1.56 -4.11
O -1.83 -0.65 -5.16
C -2.31 0.52 -4.77
O -2.45 0.90 -3.64
O -2.64 1.22 -5.86
C -3.21 2.50 -5.57
H -3.21 -2.77 -4.33
H -2.31 -3.03 -2.82
H -3.31 -1.59 -3.03
H -0.76 -2.27 -4.58
H -0.90 -1.04 -3.33
H -2.58 3.07 -4.90
H -4.20 2.38 -5.14
H -3.29 3.01 -6.53

***

17
Properties=species:S:1:pos:R:3 method="wB97M-V/def2-TZVPD" total_charge=+1 homo_lumo_gap_ev=11.98 e_tot_ev=-11910.387 e_above_lowest_kj_mol=20.3
O -0.17 -1.71 0.01
C 0.25 -1.43 1.09
O 0.62 -2.30 2.03
C 0.60 -0.02 1.52
N 0.25 0.87 0.37
H 0.45 -3.19 1.69
H 0.24 0.36 2.47
H 1.66 0.03 1.58
H -0.70 1.29 0.40
H 0.78 1.74 0.29
H 0.39 0.37 -0.51
H 1.50 1.13 -2.34
H 0.56 0.73 -3.48
O 0.76 0.55 -2.55
H -3.05 0.35 -0.47
H -1.84 0.35 -1.40
O -2.28 0.88 -0.71